(1)
Density functional theory data (the ωB97M-V functional and the def2-TZVPD basis) for a 8-piece molecular cluster, C19H55NO7 overall in a non-equilibrium geometry.

Last column: Löwdin charge in e.
Positions of all 82 atoms, in Å:
N: 21.09300 19.81085 27.47441  0.31
H: 21.12215 18.82624 27.15656  0.06
H: 21.45353 20.39556 26.72208  0.14
H: 21.75628 19.92247 28.24685  0.14
H: 20.16641 20.04501 27.82036  0.13
C: 21.26874 15.71024 27.65150  -0.23
O: 21.43180 17.09289 27.45788  -0.44
H: 20.61326 15.19479 26.93273  0.06
H: 22.23704 15.19358 27.55614  0.07
H: 20.89060 15.58988 28.67698  0.05
C: 21.60033 18.83691 32.28410  -0.06
C: 21.83110 17.88891 31.14598  -0.49
C: 22.12583 16.45824 31.61026  -0.05
O: 20.68015 17.88267 30.29177  -0.07
H: 21.50014 19.87593 31.95263  0.07
H: 22.41892 18.80500 33.00296  0.08
H: 20.65303 18.66867 32.80209  0.09
H: 22.69559 18.17177 30.52894  0.13
H: 23.04678 16.49902 32.20051  0.08
H: 22.17665 15.79261 30.75167  0.06
H: 21.38704 16.09819 32.33167  0.08
H: 20.93213 17.45001 29.46439  0.03
C: 25.45064 19.75795 26.77333  -0.05
C: 24.28710 18.81836 26.49988  -0.49
C: 24.73448 17.62031 25.66384  -0.04
O: 23.83223 18.29635 27.75308  -0.12
H: 26.30964 19.15243 27.07034  0.08
H: 25.28510 20.54065 27.50962  0.08
H: 25.73144 20.19981 25.81267  0.08
H: 23.50500 19.35603 25.94018  0.12
H: 25.53994 17.09688 26.18340  0.08
H: 25.16950 17.91502 24.70530  0.08
H: 23.88007 16.95745 25.52653  0.08
H: 22.99596 17.79735 27.58063  0.03
C: 23.13436 14.10815 21.60597  -0.07
C: 23.00240 13.59451 23.03569  -0.49
C: 21.78273 14.16464 23.72406  -0.07
O: 22.83121 12.17358 23.00818  -0.06
H: 23.35780 15.17628 21.64027  0.08
H: 22.18318 13.98405 21.08083  0.08
H: 23.92185 13.58238 21.06816  0.08
H: 23.92162 13.86239 23.56008  0.13
H: 21.79029 15.24813 23.88327  0.07
H: 21.55173 13.75493 24.70998  0.07
H: 20.88073 13.93073 23.14848  0.08
H: 22.45281 11.90130 22.16859  0.08
C: 25.01124 15.28735 29.34960  -0.05
C: 25.79322 16.39963 30.04734  -0.50
C: 27.00033 15.89640 30.79458  -0.06
O: 26.17135 17.39200 29.10267  -0.06
H: 24.23400 15.75743 28.73676  0.05
H: 24.50565 14.60243 30.03041  0.08
H: 25.63013 14.75018 28.62621  0.09
H: 25.07062 16.85096 30.74371  0.12
H: 26.62842 15.23099 31.57611  0.08
H: 27.49354 16.73721 31.29094  0.08
H: 27.78311 15.41829 30.20795  0.08
H: 25.38746 17.60215 28.57064  0.03
C: 20.86857 12.04058 28.66246  -0.05
C: 20.06441 12.62670 29.81283  -0.49
C: 18.67922 13.06784 29.36335  -0.06
O: 19.90840 11.62098 30.83282  -0.06
H: 20.68747 10.97647 28.50972  0.08
H: 21.93148 12.15095 28.87930  0.08
H: 20.62666 12.56246 27.73703  0.07
H: 20.62215 13.47921 30.21548  0.12
H: 18.11957 13.56585 30.15858  0.08
H: 18.11286 12.19373 29.03640  0.09
H: 18.72832 13.75849 28.51803  0.06
H: 19.52956 12.11564 31.56694  0.08
C: 18.35497 16.13833 24.92253  -0.04
C: 18.88381 17.57384 24.99337  -0.49
C: 18.37694 18.31293 26.22988  -0.07
O: 20.30284 17.65662 24.97262  -0.09
H: 18.33264 15.62796 25.88124  0.07
H: 18.94759 15.69757 24.12048  0.07
H: 17.33734 16.21909 24.52876  0.08
H: 18.56274 18.10937 24.09734  0.13
H: 18.74153 19.34428 26.18444  0.06
H: 18.75430 17.84096 27.14140  0.08
H: 17.28796 18.35228 26.29803  0.08
H: 20.73759 17.41121 25.82289  0.02

Forces on atoms 1 to 2 (eV/Å):
N 0.9 0.5 0.3
H -0.1 -1.1 0.4

Values from the calculation:
**Charge**: 0
**LUMO**: -0.3 eV
**Spin multiplicity**: 1
**E_HOMO**: -8.842 eV

=====

(2)
Density functional theory data (the ωB97M-V functional and the def2-TZVPD basis) for a 6-piece molecular cluster, C18H36O18 overall in a non-equilibrium geometry.

Last column: Löwdin charge in e.
Positions of all 72 atoms, in Å:
C: 31.57745 -9.87100 17.79825  -0.03
O: 31.75362 -8.80409 18.72997  0.00
C: 30.81702 -7.86558 18.80057  -0.55
O: 29.90156 -7.73969 17.97078  0.08
O: 31.07510 -6.97995 19.79082  -0.02
C: 30.12420 -6.02694 20.15703  -0.06
H: 32.16650 -10.74580 18.07363  0.10
H: 31.86716 -9.49084 16.81862  0.10
H: 30.51630 -10.11580 17.75200  0.09
H: 29.99859 -5.39499 19.27784  0.10
H: 30.49053 -5.48280 21.02756  0.10
H: 29.20016 -6.51591 20.46551  0.10
C: 32.85741 6.78140 8.55135  -0.01
O: 32.26966 7.83316 7.72847  -0.01
C: 31.26028 7.58773 6.88832  -0.50
O: 30.55131 6.55132 6.85991  0.06
O: 30.94390 8.72221 6.15952  -0.03
C: 30.04031 8.75500 5.08907  -0.07
H: 32.51002 5.85482 8.09433  0.09
H: 32.65215 6.78564 9.62184  0.09
H: 33.93223 6.86389 8.38997  0.09
H: 29.59963 9.75195 5.08968  0.09
H: 29.18192 8.09803 5.22925  0.09
H: 30.45663 8.62635 4.08995  0.09
C: 27.56375 9.66883 12.79751  -0.07
O: 26.20012 9.76695 12.55504  -0.02
C: 25.52580 10.93478 12.64607  -0.61
O: 26.04786 12.01139 12.85331  0.13
O: 24.29756 10.66757 12.38679  0.04
C: 23.35157 11.66541 12.39798  -0.06
H: 28.22026 10.33505 12.23782  0.10
H: 27.69674 8.60391 12.60682  0.10
H: 27.68928 9.70886 13.87952  0.10
H: 22.38802 11.18690 12.22275  0.10
H: 23.70073 12.53041 11.83410  0.10
H: 23.15991 12.17674 13.34134  0.10
C: 28.61143 -0.01589 11.33079  -0.08
O: 28.18587 -1.17822 11.89368  0.02
C: 27.09780 -1.20240 12.64290  -0.55
O: 26.31378 -0.33061 13.02126  0.11
O: 27.02957 -2.47058 13.10511  -0.01
C: 26.03324 -2.84387 14.01409  -0.07
H: 28.15218 0.79798 11.89188  0.09
H: 28.09426 0.02340 10.37210  0.10
H: 29.67369 0.17893 11.18337  0.10
H: 25.03652 -2.69757 13.59787  0.10
H: 26.01843 -2.28930 14.95235  0.09
H: 26.27327 -3.85501 14.34284  0.10
C: 23.85136 -12.86917 19.05749  -0.01
O: 24.02598 -14.23795 18.66307  0.02
C: 23.02011 -15.00252 18.48288  -0.63
O: 21.89395 -14.62957 18.02020  0.06
O: 23.37830 -16.22458 18.78595  0.00
C: 22.55476 -17.31349 18.40259  -0.03
H: 22.91220 -12.80521 19.60703  0.10
H: 23.93234 -12.25903 18.15790  0.10
H: 24.62882 -12.44984 19.69610  0.09
H: 23.18021 -18.19768 18.52560  0.10
H: 22.20545 -17.13628 17.38539  0.10
H: 21.75362 -17.36991 19.13953  0.10
C: 23.36362 4.28861 6.44083  -0.05
O: 22.64678 3.69969 5.36191  -0.01
C: 22.54749 4.41454 4.22270  -0.50
O: 23.01993 5.56673 3.94247  0.06
O: 21.95669 3.52890 3.38399  -0.01
C: 21.62634 3.91124 2.05086  -0.06
H: 23.38044 3.59199 7.27900  0.09
H: 22.78663 5.15575 6.76216  0.10
H: 24.43347 4.41860 6.27774  0.10
H: 21.21285 3.06317 1.50505  0.09
H: 22.43737 4.25938 1.41122  0.09
H: 20.81564 4.63912 2.01850  0.09

Forces on atoms 1 to 2 (eV/Å):
C -0.8 0.5 -0.7
O 0.4 0.2 1.4

Values from the calculation:
**Charge**: 0
**LUMO**: 0.5 eV
**Spin multiplicity**: 1
**E_HOMO**: -10.413 eV

=====

(3)
Density functional theory data (the ωB97M-V functional and the def2-TZVPD basis) for a 2-piece molecular cluster, C4H10O overall in a non-equilibrium geometry.

Last column: Löwdin charge in e.
Positions of all 15 atoms, in Å:
O: -4.80643 -1.79153 2.98913  0.40
C: -4.62072 -1.53492 1.85628  0.18
H: -4.41494 -2.29509 1.05504  0.21
H: -4.68987 -0.49617 1.41878  0.21
C: 3.54662 0.47593 -2.39832  -0.13
C: 3.30252 1.07270 -1.02236  -0.33
C: 1.85920 1.54455 -0.89511  -0.14
H: 2.71532 -0.17767 -2.63828  0.06
H: 4.34130 -0.28483 -2.31970  0.07
H: 3.75309 1.06976 -3.28005  0.07
H: 4.02300 1.78761 -0.63847  0.09
H: 3.59383 0.36241 -0.22026  0.11
H: 1.78273 2.00592 0.11874  0.07
H: 1.54968 2.25097 -1.65806  0.07
H: 1.05796 0.83978 -0.64076  0.06

Forces on atoms 1 to 2 (eV/Å):
O 0.1 0.0 0.2
C -0.1 0.3 -1.1

Values from the calculation:
**Charge**: +1
**LUMO (alpha / beta)**: -7.9 / -11.4 eV
**Spin multiplicity**: 2
**E_HOMO (alpha / beta)**: -12.543 / -12.543 eV

=====

no.,total energy (eV)
1,-36416.435
2,-56101.087
3,-6345.128